Entry 1:
DFT (ωB97M-V/def2-TZVPD) results for a structure of composition C28H28IrN7O7.

Spin multiplicity: 2
Kohn-Sham gap (alpha / beta) in eV: 6.158 / 4.740
Total charge: +1
LUMO energy (alpha / beta) in eV: -4.24 / -5.33
Electronic energy in hartree: -2097.56837
HOMO (alpha / beta) in eV: -10.396 / -10.073

Last column: Mulliken charge in e.
Positions of all 71 atoms, in Å:
Ir 0.2646 -0.0553 0.1800  1.12
O -3.9674 0.9803 0.8196  -0.51
O -1.2880 1.2469 0.4699  -0.41
O 0.5458 0.9903 -1.6845  -0.58
O -4.5047 2.9281 1.5775  -0.59
O -3.9791 6.2205 -2.0448  -0.61
O 1.1563 2.9217 -2.3478  -0.58
O -2.1242 6.2411 -3.1495  -0.61
N 1.6976 -1.2235 -0.4454  0.27
N 1.9215 0.9637 0.8069  -0.17
N 0.3616 2.2387 -1.7695  0.68
N -3.8723 2.1905 0.8539  0.94
N 0.0027 -0.7354 1.9793  -0.21
N -1.2859 -1.3986 -0.1444  0.62
N -2.8923 5.7721 -2.3370  1.03
C 1.8362 1.8731 1.9516  -0.82
C 2.9218 -0.6673 -0.5305  1.57
C -2.8940 -3.9413 3.1964  -0.57
C -1.2682 3.9806 -1.9680  -0.46
C 3.8888 -1.1720 -1.4132  -0.83
C 5.5899 0.8170 0.2350  -0.74
C 0.7416 1.4136 2.9164  -0.87
C -1.7180 -1.9595 0.9757  1.35
C -0.8801 2.8079 -1.3224  -0.05
C 5.2386 -0.8761 -1.5459  -0.85
C -1.6835 -3.5557 3.7191  -0.72
C 1.3949 -2.4809 -1.1378  -1.67
C -3.4922 -3.4230 2.0471  -0.65
C 6.0199 -0.0247 -0.7950  -0.54
C -1.6566 2.1981 -0.2950  1.18
C -0.4321 -2.5298 -2.9926  -1.35
C -1.3921 -1.3740 -2.6597  -0.51
C -2.9908 -2.5750 1.0887  -0.86
C -3.3137 3.9721 -0.6970  -0.67
C 3.0688 0.5206 0.3263  0.98
C 0.7083 -0.1071 3.0911  -0.97
C -2.9220 2.8205 -0.0784  -0.40
C -0.8499 -1.7641 2.1386  0.72
C -0.8102 -2.5631 3.2764  -0.64
C -2.4692 4.5466 -1.6447  -0.83
C 4.3265 1.0689 0.7035  -0.72
C 1.0398 -2.3012 -2.6298  -0.22
C -2.1314 -1.5078 -1.3376  -1.49
H 7.0756 0.0040 -1.0311  0.36
H -4.2686 4.4231 -0.4650  0.65
H -3.4549 -4.6844 3.7474  0.37
H 0.9028 1.8968 3.8807  0.48
H 4.2841 1.8415 1.4560  0.37
H 3.5246 -1.9222 -2.1001  0.28
H -3.6883 -2.3265 0.3025  0.43
H -4.5078 -3.7544 1.8614  0.38
H 0.5633 -2.9335 -0.6029  0.58
H 2.7770 1.8751 2.4992  0.55
H -0.2388 1.7286 2.5652  0.24
H 1.3340 -1.2978 -2.9488  0.36
H -2.1599 -1.3125 -3.4332  0.56
H 6.3712 1.3964 0.7131  0.37
H -0.7829 -3.4511 -2.5160  0.40
H -0.8549 -0.4288 -2.7029  -0.08
H 1.7232 -0.5143 3.1820  0.26
H -2.5920 -2.4998 -1.3304  0.74
H 5.7513 -1.4191 -2.3309  0.38
H 1.6510 2.8947 1.6094  0.09
H -1.3780 -4.0546 4.6315  0.36
H -0.6403 4.4283 -2.7247  0.69
H 2.2503 -3.1469 -1.0210  0.77
H -2.9458 -0.7760 -1.2759  0.35
H 1.6513 -2.9962 -3.2098  0.52
H 0.1755 -0.3430 4.0127  0.84
H -0.4766 -2.7160 -4.0666  0.46
H 0.0463 -2.3893 3.9159  0.51

Force components x, y, z for each atom (eV/Å):
Ir 0.2 -0.4 0.3
O 0.0 0.1 -0.1
O 0.0 0.1 0.0
O 0.1 0.0 0.2
O 0.0 0.0 -0.1
O 0.0 0.0 0.0
O 0.1 0.0 0.0
O 0.0 0.0 0.0
N -0.3 0.1 0.0
N -0.1 0.2 0.0
N -0.2 0.0 -0.3
N 0.1 0.0 0.2
N 0.2 0.2 -0.3
N -0.3 0.0 0.1
N 0.0 0.0 0.0
C 0.0 -0.1 0.0
C 0.2 0.1 -0.2
C 0.1 0.0 0.1
C 0.0 0.0 0.0
C -0.3 0.0 0.2
C 0.0 0.0 0.0
C -0.1 -0.1 -0.1
C 0.2 0.1 -0.1
C 0.1 0.0 0.1
C 0.2 0.1 0.1
C -0.1 -0.1 0.0
C 0.0 0.1 0.0
C 0.0 0.1 -0.2
C 0.0 -0.1 -0.1
C 0.0 0.0 0.0
C 0.0 0.1 0.1
C 0.1 0.0 0.1
C -0.2 -0.1 0.1
C 0.0 -0.1 0.0
C 0.1 -0.2 0.0
C 0.0 0.0 0.0
C -0.1 0.0 -0.1
C -0.1 -0.2 0.1
C 0.0 0.1 -0.1
C 0.0 0.0 0.0
C -0.1 0.0 -0.1
C 0.0 0.0 0.0
C 0.1 -0.1 0.0
H 0.0 0.0 0.0
H 0.0 0.0 0.0
H 0.0 0.0 0.0
H 0.1 0.0 0.0
H 0.0 0.0 0.0
H 0.0 0.0 0.0
H 0.0 0.0 0.0
H 0.0 0.0 0.0
H 0.0 0.0 0.0
H 0.0 0.0 0.0
H -0.1 0.0 0.0
H 0.0 0.0 0.0
H 0.0 -0.1 0.0
H 0.0 0.0 0.0
H 0.0 0.0 0.0
H 0.0 0.1 0.0
H 0.0 0.0 0.0
H 0.0 0.1 0.0
H 0.0 0.0 0.0
H 0.0 0.0 0.0
H 0.0 0.0 0.0
H 0.0 0.0 0.0
H 0.0 0.0 0.0
H 0.1 0.1 0.0
H 0.0 0.0 0.0
H 0.0 0.0 0.0
H 0.0 0.0 0.0
H 0.0 0.0 0.0

---

Entry 2:
DFT (ωB97M-V/def2-TZVPD) results for an isolated molecule of C28H28N2O5.

Kohn-Sham gap in eV: 8.027
LUMO energy in eV: 0.11
Electronic energy in hartree: -1569.51751
HOMO in eV: -7.913

Last column: natural (NBO) charge in e.
Positions of all 63 atoms, in Å:
O -1.3474 -0.7262 0.9675  -0.63
O -2.3523 3.2051 0.2338  -0.62
O 4.0813 1.2418 2.3152  -0.52
O 5.9304 -1.8549 -0.9332  -0.50
O -6.9496 -1.1143 -0.2676  -0.49
N 0.8149 -1.3421 1.0721  -0.58
N -1.2603 1.7318 -1.0723  -0.43
C -6.6315 -2.9680 1.2981  -0.64
C -1.0923 0.4073 -1.6344  -0.24
C 1.0142 2.3210 -0.2762  -0.07
C 4.3850 -2.0875 0.8057  -0.23
C 1.2360 -0.5243 -1.4970  -0.11
C 5.4220 1.1863 1.8941  -0.25
C 3.1315 1.6269 1.4155  0.36
C -5.3558 0.1330 -1.4217  -0.27
C 6.2566 -1.5080 -2.2572  -0.25
C 2.3176 2.2874 -0.7434  -0.14
C 0.7837 2.0400 1.0671  -0.20
C 3.6053 -1.2275 -1.3021  -0.27
C 1.8239 1.6912 1.8995  -0.27
C -4.0041 0.7715 0.8995  -0.13
C -2.3368 2.1306 -0.3412  0.69
C -4.2206 0.9114 -1.4809  -0.17
C 0.0202 -0.3335 -0.9424  -0.10
C -0.1367 2.6451 -1.1934  -0.25
C -5.8199 -0.3564 -0.1985  0.30
C 3.3737 1.9479 0.0865  -0.34
C -3.5217 1.2264 -0.3179  -0.17
C -7.4465 -1.7415 0.8968  -0.06
C -0.2626 -0.7896 0.4176  0.64
C 4.6377 -1.7129 -0.5251  0.28
C 2.0786 -1.4745 0.5671  0.25
C -5.1337 -0.0236 0.9648  -0.27
C 2.3186 -1.0970 -0.7643  -0.12
C 3.1281 -1.9732 1.3428  -0.23
H 5.9924 0.8773 2.7686  0.20
H -7.5092 -1.0261 1.7260  0.17
H -7.0751 -3.4324 2.1748  0.21
H -0.2222 2.0915 1.4542  0.24
H -5.9095 -0.1141 -2.3141  0.22
H -2.0230 -0.1452 -1.4942  0.26
H -3.8805 1.2903 -2.4346  0.21
H 0.2018 2.6459 -2.2352  0.19
H -5.6039 -2.6934 1.5233  0.22
H 7.3224 -1.7052 -2.3591  0.20
H 5.7048 -2.1177 -2.9796  0.18
H 5.5615 0.4511 1.0951  0.18
H 3.7613 -0.9239 -2.3250  0.22
H -8.4630 -2.0432 0.6277  0.19
H 0.6480 -1.6244 2.0307  0.41
H 5.7790 2.1656 1.5589  0.18
H -3.4759 1.0270 1.8039  0.23
H 2.9466 -2.2563 2.3684  0.22
H -0.5284 3.6374 -0.9431  0.26
H 1.4260 -0.1993 -2.5112  0.21
H 5.2092 -2.4619 1.3915  0.23
H 4.3737 1.9276 -0.3175  0.22
H 2.5218 2.5252 -1.7782  0.20
H -6.6228 -3.6872 0.4828  0.21
H 6.0646 -0.4481 -2.4540  0.17
H -5.4676 -0.3680 1.9305  0.21
H -0.8718 0.4955 -2.7055  0.19
H 1.6520 1.4626 2.9396  0.22

Force components x, y, z for each atom (eV/Å):
O -0.3 0.2 0.1
O 0.0 0.1 0.3
O -0.3 0.1 0.1
O 0.0 -0.1 0.3
O 0.2 0.2 -0.2
N -0.3 -0.1 0.3
N 0.2 0.0 -0.2
C -0.1 0.4 -0.2
C 0.0 -0.3 0.1
C 0.2 0.2 -0.1
C 0.0 0.1 -0.2
C -0.6 -0.1 0.2
C 0.2 0.0 -0.1
C -0.1 0.1 0.0
C -0.2 -0.2 0.1
C 0.0 0.0 -0.2
C -0.3 0.2 0.1
C 0.1 0.1 -0.1
C 0.2 -0.1 0.1
C 0.2 0.0 0.0
C 0.1 0.1 -0.3
C -0.2 0.0 -0.1
C 0.0 0.0 0.2
C 0.1 -0.2 -0.5
C -0.1 0.4 0.0
C 0.1 0.1 -0.2
C 0.3 0.0 0.2
C -0.3 0.0 0.1
C -0.1 -0.3 0.3
C 0.5 -0.3 0.1
C -0.2 0.0 0.0
C 0.4 0.1 -0.7
C -0.3 -0.1 0.1
C 0.1 -0.3 0.6
C 0.0 0.0 -0.1
H 0.0 0.0 -0.1
H 0.0 0.0 -0.1
H 0.0 -0.1 0.1
H -0.1 0.0 0.1
H -0.1 0.0 -0.1
H 0.2 0.1 -0.1
H 0.0 0.0 -0.1
H 0.0 0.0 0.0
H 0.1 0.0 0.1
H -0.1 0.0 -0.1
H 0.0 0.0 0.0
H 0.0 0.0 0.0
H 0.1 0.0 -0.1
H 0.1 0.1 0.1
H -0.1 0.1 -0.2
H 0.0 0.0 0.0
H 0.1 0.0 0.1
H 0.0 0.0 0.1
H 0.1 -0.2 -0.2
H 0.0 0.1 -0.1
H 0.1 -0.1 0.1
H 0.1 0.0 0.0
H 0.0 0.0 -0.1
H 0.0 -0.1 0.0
H 0.0 0.0 0.0
H -0.1 -0.1 0.1
H 0.0 -0.1 0.1
H 0.0 0.0 0.2

---

Entry 3:
DFT (ωB97M-V/def2-TZVPD) results for a structure of composition C28H29AsN8O6RhS2Se.

Spin multiplicity: 5
Kohn-Sham gap (alpha / beta) in eV: 5.507 / 5.912
Total charge: -1
LUMO energy (alpha / beta) in eV: 2.43 / 0.52
Electronic energy in hartree: -7518.16368
HOMO (alpha / beta) in eV: -3.080 / -5.390

Last column: Mulliken charge in e.
Positions of all 76 atoms, in Å:
Rh -0.9512 -0.2419 0.2161  0.94
Se 1.8791 0.3609 -0.4920  0.21
As 1.2876 -1.0221 2.8418  0.74
S -3.7144 0.0920 0.4684  -0.31
S -1.2112 1.4662 2.8761  1.15
O -2.0406 2.6380 2.9032  -0.75
O 2.8869 -1.2448 2.6242  -0.74
O 0.6668 -2.1931 4.0146  -0.73
O -1.8079 0.2165 3.2908  -0.54
O -0.4546 1.3050 1.5681  -0.70
O 0.2936 -1.3260 1.5032  0.11
N -3.5061 2.6683 -4.4893  -0.43
N -4.4278 -1.4802 2.5323  -0.63
N -2.7460 0.7506 -3.4878  -0.64
N -1.1970 -1.6008 -1.2322  1.04
N -2.4018 -1.9053 1.3686  0.29
N -1.6537 0.9529 -1.3604  1.11
N -1.3225 3.0611 -0.4782  -0.19
N -2.4518 2.8861 -2.4629  -0.78
C -2.2021 -2.1147 -3.3576  -0.86
C 0.1850 1.6371 3.9437  0.17
C 2.2193 1.7069 5.7984  -0.68
C 4.6341 0.9829 -4.2050  0.77
C 4.2795 1.0581 -1.8036  1.02
C 2.4689 0.3616 -3.3015  0.84
C 5.0905 1.2364 -2.9180  -1.09
C -2.9245 -3.1668 3.2918  -1.03
C -2.8831 2.0620 -3.4277  0.17
C 3.3243 0.5454 -4.3763  -1.03
C 1.3007 2.7400 5.7516  -0.54
C -1.8752 -1.1742 -2.3475  -0.12
C -0.7858 -2.8669 -1.1242  -0.47
C -1.8235 2.2797 -1.4500  -0.07
C 5.5351 1.1658 -5.3947  -1.50
C -2.1261 0.2011 -2.4207  -0.12
C 1.0642 -0.1040 -3.5403  -0.87
C 2.9498 0.6220 -1.9987  0.01
C -4.1183 -2.4433 3.3879  1.03
C 2.1297 0.6419 4.9060  -0.69
C 4.8438 1.3346 -0.4383  -1.52
C -1.0442 -3.8066 -2.0916  -1.02
C -3.5316 -1.2287 1.5702  0.23
C 1.1131 0.5940 3.9616  -0.12
C -1.7931 -3.4071 -3.2285  -0.44
C -2.0851 -2.8508 2.2472  -0.63
C 0.2693 2.7016 4.8197  -0.56
C -5.0901 -2.6942 4.5028  -1.31
H -3.8506 3.5956 -4.3119  0.27
H -0.4781 3.4829 4.7706  0.49
H 2.9554 0.3482 -5.3777  0.37
H -0.2323 -3.0896 -0.2196  0.48
H 4.3258 2.1643 0.0452  0.32
H -2.7629 -1.7662 -4.2131  0.51
H -4.7537 -2.1730 5.4018  0.25
H 5.9013 1.5868 -0.5192  0.38
H -0.6881 -4.8184 -1.9656  0.45
H 0.9140 -1.1276 -3.1886  0.35
H -0.2960 -2.0947 4.0413  0.40
H 6.4786 1.6310 -5.1102  0.35
H 0.3527 0.5157 -2.9965  -0.06
H 5.0626 1.7917 -6.1538  0.35
H -6.0687 -2.3057 4.2306  0.37
H -5.1637 -3.7559 4.7411  0.37
H -4.0803 2.0618 -5.0483  0.26
H -1.1355 -3.3518 2.0986  0.63
H 5.7626 0.2055 -5.8629  0.31
H -1.0402 2.6355 0.3971  0.23
H -1.6693 4.0036 -0.4694  0.27
H 4.7282 0.4791 0.2283  0.34
H -2.6781 -3.9478 3.9984  0.38
H -2.0375 -4.1303 -3.9970  0.40
H 3.0195 1.7268 6.5281  0.38
H 0.8215 -0.0670 -4.6022  0.32
H 6.1104 1.5774 -2.7752  0.25
H 1.3790 3.5712 6.4412  0.38
H 2.8714 -0.1462 4.9281  0.46

Force components x, y, z for each atom (eV/Å):
Rh -0.4 -0.1 0.0
Se -0.1 0.2 0.2
As -0.1 0.1 -0.2
S 0.1 0.0 0.2
S 0.5 -0.7 -0.2
O 0.2 0.2 0.0
O -0.2 -0.1 0.1
O -0.1 -0.2 0.0
O -0.1 0.1 0.0
O -0.8 0.1 0.0
O 0.2 0.1 -0.1
N 0.0 0.0 0.0
N 0.1 -0.1 -0.1
N 0.0 0.0 0.1
N 0.2 -0.1 0.2
N 0.3 0.2 0.3
N 0.1 -0.1 -0.2
N -0.1 0.0 0.0
N 0.1 0.0 0.0
C 0.0 0.0 0.0
C -0.1 -0.2 0.2
C 0.0 -0.1 0.0
C 0.0 0.0 0.0
C 0.0 0.0 -0.1
C 0.0 0.0 0.0
C 0.0 0.0 0.0
C -0.1 0.0 0.0
C 0.0 0.0 -0.1
C 0.0 0.0 0.0
C 0.0 0.0 0.0
C 0.0 -0.1 -0.1
C 0.0 0.1 0.0
C 0.0 0.0 0.1
C 0.0 0.0 0.0
C 0.0 0.0 0.0
C 0.0 0.0 0.0
C 0.2 0.0 -0.1
C 0.0 0.0 0.0
C 0.1 0.2 0.1
C 0.0 0.0 0.0
C 0.0 0.0 0.0
C -0.1 0.3 -0.2
C 0.1 0.1 -0.1
C 0.0 -0.1 0.0
C 0.0 0.0 -0.1
C 0.1 0.0 0.1
C 0.0 0.0 0.0
H 0.0 0.0 0.0
H 0.0 0.0 0.0
H 0.0 0.0 0.0
H 0.0 0.0 0.0
H 0.0 0.0 0.0
H 0.0 0.0 0.0
H 0.0 0.0 0.0
H 0.0 0.0 0.0
H 0.0 0.0 0.0
H 0.0 0.0 0.0
H 0.0 0.1 0.0
H 0.0 0.0 0.0
H 0.0 0.0 0.0
H 0.0 0.0 0.0
H 0.0 0.0 0.0
H 0.0 0.0 0.0
H 0.0 0.0 0.0
H 0.0 0.0 0.0
H 0.0 0.0 0.0
H 0.0 0.0 0.0
H 0.0 0.0 0.0
H 0.0 0.0 0.0
H 0.0 0.0 0.0
H 0.0 0.0 0.0
H 0.0 0.0 0.0
H 0.0 0.0 0.0
H 0.0 0.0 0.0
H 0.0 0.0 0.0
H 0.0 0.0 0.0

---

Entry 4:
DFT (ωB97M-V/def2-TZVPD) results for a structure of composition C28H29BrErI2N4O2P.

Spin multiplicity: 4
Kohn-Sham gap (alpha / beta) in eV: 6.381 / 6.378
Total charge: +2
LUMO energy (alpha / beta) in eV: -6.47 / -6.47
Electronic energy in hartree: -5979.44645
HOMO (alpha / beta) in eV: -12.852 / -12.850

Last column: natural (NBO) charge in e.
Positions of all 68 atoms, in Å:
Er -0.1212 0.6413 -0.3496  1.90
I 3.5842 3.5069 5.0057  0.21
I -1.2200 3.2382 1.1863  0.24
Br 2.5814 -6.4657 1.6202  0.13
P -3.8042 1.0262 -0.7853  1.93
O -2.3825 0.5292 -0.5723  -1.17
O 0.9967 2.2396 -0.5106  -0.88
N -0.3229 0.6527 -2.7632  -0.52
N 0.2100 -1.6525 -1.2513  -0.51
N 2.5605 -0.1374 0.0363  -0.64
N 0.3478 -0.2091 1.8171  -0.61
C -3.8675 2.5962 -1.7109  -1.00
C -0.2862 -0.5647 -3.3472  0.11
C -0.5709 1.7078 -3.5351  0.08
C -4.7746 -0.2130 -1.6957  -0.99
C 2.7164 3.0960 3.1254  -0.15
C 1.8169 -3.4796 -1.1495  -0.24
C 0.0896 -1.7074 -2.5314  0.16
C 0.7410 -2.7724 -0.5947  0.15
C -0.5482 -0.2927 4.0432  -0.24
C 2.3593 -4.5633 -0.4921  -0.22
C 1.3922 3.4483 2.8957  -0.27
C 3.4271 2.3739 2.1735  -0.22
C -0.5363 -0.7483 -4.7084  -0.18
C -0.8052 0.3562 -5.4992  -0.12
C 0.2436 -3.1645 0.6545  -0.23
C -0.6787 -0.1066 2.6807  0.05
C 1.5644 -0.4923 2.3107  0.27
C 2.6781 -0.8132 1.3383  -0.27
C 0.7778 -4.2592 1.3055  -0.22
C 1.5488 2.4810 0.6436  0.30
C 0.7204 -0.5354 4.5564  -0.10
C 1.7865 -0.6163 3.6796  -0.24
C 2.8550 2.0478 0.9610  -0.09
C -4.6670 1.3620 0.7803  -0.99
C -0.8031 1.6085 -4.9028  -0.21
C 0.8528 3.1220 1.6759  -0.17
C 1.8330 -4.9664 0.7309  -0.07
C 3.4342 1.0606 -0.0075  -0.24
H -0.9657 2.4985 -5.4871  0.25
H 2.2632 -3.1554 -2.0792  0.22
H 0.3812 -4.5797 2.2551  0.25
H -1.4107 -0.2542 4.6878  0.25
H -3.4049 3.3813 -1.1140  0.26
H -4.9052 2.8656 -1.8899  0.27
H 3.4091 1.4564 -1.0262  0.23
H 4.4692 0.8214 0.2600  0.21
H 0.8148 3.9565 3.6514  0.26
H 3.1851 -5.1041 -0.9251  0.25
H 2.6248 -1.8949 1.1773  0.25
H -1.6528 0.1112 2.2407  0.21
H -3.3559 2.5102 -2.6672  0.26
H -4.4052 -0.2891 -2.7169  0.26
H 0.8707 -0.6652 5.6167  0.25
H 2.9086 -0.7755 -0.6788  0.39
H -5.6864 1.6531 0.5456  0.27
H 0.2964 -2.6286 -3.0801  0.21
H -4.1820 2.1788 1.3126  0.26
H 4.4360 2.0565 2.3868  0.24
H -0.5138 -1.7413 -5.1306  0.25
H 2.7847 -0.7885 4.0500  0.25
H -0.5594 2.6744 -3.0392  0.23
H -4.6852 0.4793 1.4137  0.26
H -0.9951 0.2394 -6.5552  0.25
H -0.6010 -2.6365 1.0778  0.23
H -4.6673 -1.1785 -1.2041  0.27
H -5.8230 0.0705 -1.7099  0.27
H 3.6438 -0.5993 1.8156  0.22

Force components x, y, z for each atom (eV/Å):
Er -1.6 -2.6 0.2
I -0.2 -0.1 -0.5
I 0.2 0.6 0.7
Br -0.2 0.4 -0.2
P -0.7 0.1 -0.1
O 0.4 0.0 0.1
O 1.1 1.7 -1.8
N 0.1 -0.4 -0.4
N -0.4 0.6 -1.2
N 0.1 -0.2 -0.1
N 0.0 -0.1 0.5
C 0.0 -0.6 0.4
C -0.2 0.5 -0.7
C 0.1 0.2 0.0
C 0.4 0.4 0.3
C 0.1 0.1 0.5
C -0.3 0.4 0.1
C 0.1 -0.5 0.7
C 0.5 -0.9 0.6
C 0.0 0.0 -0.2
C 0.0 -0.3 0.3
C 0.2 0.0 0.3
C 0.0 0.1 0.1
C 0.1 0.0 0.6
C 0.0 0.3 0.2
C -0.1 0.2 -0.6
C -0.2 -0.1 0.2
C 0.1 0.0 0.0
C -0.1 -0.1 0.1
C 0.2 -0.3 0.0
C 1.3 0.9 2.0
C -0.1 0.1 -0.3
C -0.1 0.0 -0.2
C -0.4 0.1 -0.5
C 0.3 -0.1 -0.6
C 0.0 -0.2 0.0
C -0.7 -0.2 -0.9
C 0.1 0.0 0.1
C 0.0 0.4 0.0
H -0.1 0.1 0.0
H 0.0 0.0 -0.1
H -0.1 0.0 0.1
H -0.1 0.1 0.0
H 0.1 0.0 0.0
H -0.1 0.0 0.0
H 0.1 0.0 0.1
H -0.1 -0.1 -0.1
H -0.1 0.0 0.1
H 0.1 0.0 0.0
H 0.1 0.0 0.0
H 0.2 0.0 0.1
H 0.0 -0.1 0.0
H 0.0 0.0 0.0
H 0.0 0.0 0.1
H -0.2 0.0 0.2
H -0.2 0.1 0.0
H -0.1 0.0 0.1
H 0.0 0.0 0.0
H 0.1 -0.1 0.0
H 0.0 -0.1 0.0
H 0.1 -0.1 0.0
H 0.0 0.0 -0.1
H 0.0 -0.1 0.0
H 0.0 0.0 -0.1
H 0.0 0.0 0.1
H 0.0 0.0 0.0
H -0.1 0.0 0.0
H -0.1 -0.1 -0.1

---

Number 2 is which compound? C28H28N2O5